Record 1
This record from the OMol25 dataset describes an isolated molecule of C19H21N3O5. The level of theory is ωB97M-V/def2-TZVPD.

LUMO energy: -0.31 eV
total energy: -1276.9763 a.u.
frontier orbital gap: 7.996 eV
structure (SMILES): COc1cccc(CNC(=O)c2ccc(N3CCOCC3)c([N+](=O)[O-])c2)c1
ΔE to the lowest compared entry with this formula, charge and spin: 149.2 kcal/mol
HOMO level: -8.30 eV

Last column: Mulliken charge in e.
Cartesian coordinates (Å):
C 4.7872 -0.1350 -2.9331  -0.77
O 5.3809 -0.9850 -1.9807  -0.45
C 5.1363 -0.7538 -0.6631  0.66
C 5.7602 -1.6220 0.2365  -0.58
C 5.5731 -1.4673 1.5929  -0.43
C 4.7619 -0.4530 2.0800  -0.77
C 4.1441 0.4154 1.1961  0.41
C 3.2241 1.5084 1.6787  -1.31
N 1.8505 1.2236 1.3112  -0.10
C 1.2433 1.8236 0.2642  0.46
O 1.7486 2.7322 -0.3686  -0.67
C -0.1302 1.3249 -0.0386  0.65
C -1.0466 2.2038 -0.6266  -1.09
C -2.3263 1.8040 -0.8967  -0.46
C -2.8000 0.4950 -0.6392  0.19
N -4.1351 0.2679 -0.8121  -0.02
C -5.1040 1.2573 -0.3708  -0.67
C -5.6776 0.8132 0.9879  -0.67
O -6.2686 -0.4595 0.9213  -0.41
C -5.3455 -1.4287 0.4704  -0.31
C -4.7938 -1.0202 -0.8993  -1.07
C -1.8168 -0.4165 -0.1813  0.35
N -1.9752 -1.8298 -0.0075  1.09
O -1.6135 -2.2976 1.0557  -0.61
O -2.3970 -2.4921 -0.9390  -0.64
C -0.5318 0.0196 0.1507  -0.79
C 4.3286 0.2640 -0.1739  -0.17
H 3.6943 -0.1792 -2.8870  0.32
H 5.1214 -0.5008 -3.9027  0.23
H 5.1125 0.9020 -2.8046  0.33
H 6.3858 -2.4065 -0.1582  0.44
H 6.0599 -2.1430 2.2800  0.37
H 4.6179 -0.3367 3.1440  0.35
H 3.4782 2.4586 1.2007  0.35
H 3.2884 1.6180 2.7645  0.47
H 1.4046 0.4482 1.7737  0.21
H -0.7189 3.2044 -0.8623  0.47
H -2.9999 2.5061 -1.3612  0.59
H -4.6552 2.2401 -0.2512  0.45
H -5.9107 1.3131 -1.1080  0.30
H -6.4627 1.4985 1.3113  0.39
H -4.8646 0.8153 1.7325  0.33
H -5.8930 -2.3689 0.4048  0.34
H -4.5285 -1.5370 1.1998  0.33
H -4.1348 -1.7810 -1.3101  0.59
H -5.6424 -0.8954 -1.5816  0.40
H 0.1560 -0.7298 0.5172  0.42
H 3.8331 0.9561 -0.8366  0.51

Record 2
This record from the OMol25 dataset describes a structure of composition H14O7. The level of theory is ωB97M-V/def2-TZVPD.

LUMO energy: -0.02 eV
total energy: -534.7576 a.u.
frontier orbital gap: 8.475 eV
ΔE to the lowest compared entry with this formula, charge and spin: 229.8 kcal/mol
HOMO level: -8.50 eV

Last column: Mulliken charge in e.
Cartesian coordinates (Å):
O 3.8063 -11.0943 8.5294  -0.79
H 4.7563 -11.0103 8.4481  0.24
H 3.4643 -10.7675 7.6973  0.39
O 1.0735 -11.1486 6.3018  -0.73
H 1.9032 -10.7669 6.5886  0.37
H 0.5677 -11.2563 7.1073  0.27
O -0.0853 -11.8403 4.9486  -0.82
H 0.4578 -11.5127 5.6655  0.90
H 0.2449 -12.7231 4.7814  0.17
O 0.2030 -9.8080 3.9223  -0.63
H 0.2941 -9.9919 4.8572  0.26
H -0.7423 -9.7766 3.7749  0.30
O -0.5623 -8.9641 7.9258  -0.68
H -0.1646 -8.4658 8.6398  0.30
H -0.4405 -9.8801 8.1755  0.48
O -0.5410 -11.2269 7.6368  -0.70
H -1.3325 -10.8774 7.2274  0.35
H -0.8086 -12.0748 7.9913  0.27
O 3.2480 -10.1751 6.7803  -0.66
H 3.4837 -10.5925 5.9517  0.36
H 3.1606 -9.2466 6.5650  0.33

Record 3
This record from the OMol25 dataset describes a structure of composition C45H54N4NaO5PS2. The level of theory is ωB97M-V/def2-TZVPD.

LUMO energy: 3.28 eV
total energy: -3642.4212 a.u.
frontier orbital gap: 2.655 eV
ΔE to the lowest compared entry with this formula, charge and spin: 36.8 kcal/mol
net charge: -2
HOMO level: 0.63 eV

Last column: Mulliken charge in e.
Cartesian coordinates (Å):
Na 0.4445 0.2261 0.9849  0.71
C -0.9449 -2.9069 2.5703  -0.73
O 0.2959 -2.2467 2.2538  0.19
C 1.0975 -1.8655 3.3686  -0.64
C 2.5011 -1.6120 2.8202  -0.79
O 2.4382 -0.7826 1.6734  0.04
C 3.4722 0.1642 1.3413  -0.86
H -0.7501 -3.9471 2.6821  0.29
H -1.6139 -2.7043 1.7363  -0.08
H -1.4050 -2.4785 3.4875  0.30
H 1.1998 -2.6281 4.1418  0.43
H 0.6748 -0.9304 3.7867  0.35
H 3.0150 -2.5426 2.6212  0.37
H 3.0219 -1.1276 3.6071  0.51
H 3.1053 0.7904 0.5534  0.21
H 4.3404 -0.4362 0.9792  0.25
H 3.7701 0.7887 2.1990  0.31
S -2.8056 -1.6322 -0.1458  -0.09
C -4.2927 -0.9163 0.1193  0.14
C -5.5425 -1.5758 0.0014  -0.73
C -6.7445 -0.9356 0.2043  -0.42
C -6.7859 0.4340 0.5840  -0.53
C -5.5861 1.1186 0.7429  -0.66
C -4.3038 0.4730 0.6094  -0.41
S -2.8796 1.3337 1.0511  -0.12
H -5.5132 -2.6343 -0.2542  0.22
H -7.6546 -1.4373 0.0431  0.37
H -7.7005 0.9896 0.9403  0.16
H -5.6672 2.1458 1.0560  0.32
N -3.7319 1.9893 -3.9718  -0.41
C -3.0220 1.2374 -3.1337  0.19
O -3.1680 0.0089 -2.9612  -0.46
C -1.8966 1.8820 -2.4187  1.01
C -1.5796 3.2393 -2.5428  -0.33
C -0.4319 3.6948 -1.8888  -1.03
C 0.3310 2.7757 -1.1654  -0.37
N 0.0178 1.4772 -0.9825  0.28
C -1.0326 1.0447 -1.7137  -1.02
H -4.4765 1.5228 -4.5239  0.28
H -3.4295 2.9272 -4.2993  0.17
H -2.2681 3.9812 -2.9664  0.26
H -0.2078 4.7777 -1.6913  0.31
H 1.1899 3.1441 -0.6238  0.36
H -1.2019 -0.0358 -1.7478  0.52
C 2.8581 -2.5961 -3.2282  -1.84
C 1.9181 -3.4932 -4.0649  2.09
C 1.7225 -2.8907 -5.4520  -1.69
C 2.3912 -4.9584 -4.2044  -1.70
P 0.2098 -3.5064 -3.1330  -0.07
C 0.4560 -4.6563 -1.7616  1.06
C 0.4364 -6.0002 -2.0386  -0.28
C 0.8855 -6.8544 -1.0315  -1.00
C 1.3151 -6.3771 0.1999  -1.00
C 1.2494 -5.0084 0.4867  -0.22
C 0.8071 -4.0994 -0.4903  -0.57
C -1.2154 -4.2482 -4.2199  1.79
C -0.9651 -5.2913 -5.3263  -1.74
C -2.3193 -4.8038 -3.3177  -1.88
C -1.7896 -2.9453 -4.8742  -1.57
H 3.6260 -2.2082 -3.9030  0.48
H 3.4386 -3.1362 -2.4977  0.34
H 2.3370 -1.8170 -2.7454  0.37
H 2.6961 -2.5844 -5.8713  0.56
H 1.0801 -1.9815 -5.4187  0.26
H 1.2422 -3.6055 -6.1541  0.29
H 3.0745 -5.0498 -5.1141  0.43
H 1.5735 -5.6568 -4.4416  0.23
H 2.9677 -5.3119 -3.3191  0.28
H 0.3150 -6.3756 -3.0137  0.27
H 0.8537 -7.9039 -1.2086  0.46
H 1.6254 -7.0389 0.9925  0.37
H 1.6791 -4.7199 1.4367  0.35
H 0.6484 -3.0188 -0.2987  0.56
H -0.4271 -6.1199 -4.8865  0.32
H -0.3598 -4.8151 -6.1441  0.20
H -1.9908 -5.5534 -5.7015  0.55
H -2.1178 -5.8388 -3.0164  0.35
H -3.2942 -4.8210 -3.8763  0.51
H -2.4580 -4.1326 -2.4794  0.38
H -1.0337 -2.2365 -5.1335  0.26
H -2.5063 -2.4407 -4.2057  0.28
H -2.2204 -3.2461 -5.8192  0.48
O 0.2994 1.2661 3.1540  -0.70
C 0.7586 2.4125 3.0043  -0.37
N 0.8127 3.3991 3.9105  0.18
C 1.5492 4.6014 3.4243  3.21
C 1.8396 4.0812 1.9992  -0.70
O 2.4788 4.8028 1.1693  -0.85
N 1.4491 2.8056 1.8508  0.32
C 0.5165 5.7395 3.3713  -0.26
C 0.8929 7.0907 3.5702  -0.15
C -0.0523 8.0822 3.4954  -0.77
C -1.3869 7.7690 3.2113  -0.21
C -1.7782 6.4547 2.8881  -0.72
C -0.8131 5.4461 2.8888  -0.43
C 2.7280 4.9959 4.2539  -0.96
C 2.5584 5.4353 5.6053  0.02
C 3.6606 5.6635 6.3566  -0.81
C 4.9289 5.3979 5.9025  -0.20
C 5.1352 4.9358 4.5973  -1.06
C 4.0257 4.7662 3.8113  -0.24
H 0.3086 3.2824 4.8104  0.29
H 1.9939 7.2879 3.7284  0.34
H 0.1387 9.1673 3.5726  0.31
H -2.2056 8.5346 3.2855  0.27
H -2.8452 6.2014 2.7365  0.40
H -1.1249 4.3701 2.5957  0.30
H 1.5681 5.6990 5.9416  0.46
H 3.5935 6.1805 7.3442  0.28
H 5.7668 5.5372 6.6067  0.32
H 6.1260 4.6305 4.2850  0.39
H 4.0891 4.5150 2.7768  0.53

Record 4
This record from the OMol25 dataset describes a structure of composition C6H7IN4. The level of theory is ωB97M-V/def2-TZVPD.

LUMO energy: 0.32 eV
total energy: -749.3925 a.u.
frontier orbital gap: 8.023 eV
ΔE to the lowest compared entry with this formula, charge and spin: 72.1 kcal/mol
HOMO level: -7.70 eV

Last column: Mulliken charge in e.
Cartesian coordinates (Å):
C -1.5008 0.4480 0.1188  -0.11
C -1.1064 1.7774 0.0305  0.44
C 1.3951 -1.3962 0.2273  0.41
C 1.8171 -0.0742 0.0359  -0.09
C -1.9611 3.0105 -0.0509  -1.06
C 2.5721 -2.9675 0.4136  -1.02
N 0.2378 1.9153 -0.0465  -1.33
N 0.0704 -1.4617 0.2919  -1.29
N 0.6861 0.7018 -0.0588  0.87
N -0.3476 -0.2041 0.0769  0.73
I 3.8613 0.4580 -0.1134  0.12
H -2.4265 -0.0078 -0.0042  0.40
H -1.9647 3.4686 0.9230  0.24
H -1.4472 3.7408 -0.7415  0.31
H -2.9501 2.7083 -0.3246  0.31
H 3.0165 -2.7553 1.3515  0.36
H 3.2553 -2.8024 -0.3471  0.36
H 1.8663 -3.7190 0.3473  0.35

Record 5
This record from the OMol25 dataset describes a cluster of 9 separate species, C5H32N3O8 in total. The level of theory is ωB97M-V/def2-TZVPD.

LUMO energy (alpha / beta): 0.41 / 0.24 eV
total energy: -975.7431 a.u.
frontier orbital gap (alpha / beta): 2.633 / 9.313 eV
expectation value of S²: 0.751
spin multiplicity: 2
ΔE to the lowest compared entry with this formula, charge and spin: 0.0 kcal/mol
HOMO level (alpha / beta): -2.22 / -9.07 eV

Last column: Mulliken charge in e.
Cartesian coordinates (Å):
N -2.1084 -0.6539 -0.4157  -0.32
C -1.3753 -1.3782 -1.4733  0.48
C -2.3425 -2.3376 -2.2036  -1.54
C -0.2524 -2.1952 -0.8630  -1.03
N 0.7614 -1.4146 -0.1324  0.16
C 2.2308 -1.5749 -0.3939  -1.05
C 2.9197 -0.2888 -0.7866  -0.05
N 2.3615 0.3956 -1.9500  -0.67
H -2.8273 -1.2067 0.0826  0.47
H -2.5048 0.2581 -0.6588  0.54
H -1.4785 -0.4803 0.3766  -0.43
H -1.0748 -0.6079 -2.1754  -0.05
H -2.9711 -2.7788 -1.4566  0.44
H -1.7925 -2.9075 -2.9483  0.44
H -2.9986 -1.7368 -2.8444  0.41
H -0.6569 -2.8575 -0.1077  0.25
H 0.2553 -2.6430 -1.7098  0.46
H 0.5460 -0.4915 0.1918  -0.02
H 2.2966 -2.3646 -1.1485  0.53
H 2.5680 -1.9167 0.5812  0.30
H 3.9516 -0.5661 -0.9312  0.53
H 2.9548 0.4180 0.0389  -0.24
H 1.3725 0.2257 -1.9977  0.09
H 2.8211 0.1340 -2.8170  0.27
H 2.8596 2.2125 1.0964  0.24
H 2.1243 1.5972 2.3792  -0.16
O 2.1233 1.6476 1.4079  0.23
H -3.7028 -0.6260 2.3100  0.26
H -2.3627 -1.3873 2.6177  0.21
O -2.9530 -1.0821 1.9179  -0.57
H -1.3326 3.1781 1.4519  0.16
H -1.4319 3.6128 2.8939  0.39
O -1.7631 2.9178 2.2925  -0.63
H 0.0652 -3.2453 2.6992  0.26
H 0.1676 -1.9588 1.9627  0.20
O -0.4507 -2.4419 2.5562  -0.57
H -0.6244 0.4780 3.0649  0.00
H -1.1030 1.3042 1.8636  -0.05
O -0.7682 0.4134 2.1165  0.21
H 0.9176 2.3547 0.6714  -0.05
H 0.4376 3.7944 0.0340  0.14
O 0.2300 2.8562 0.1157  -0.05
H 3.3584 1.8767 -1.2006  0.39
H 2.2714 2.9606 -1.2396  0.25
O 3.1167 2.7304 -0.8336  -0.66
H -0.9963 1.9917 -0.7502  0.00
H -1.1507 1.9163 -2.2442  0.36
O -1.6883 1.8682 -1.4407  -0.54

Record 6
This record from the OMol25 dataset describes an isolated molecule of C5H8FI. The level of theory is ωB97M-V/def2-TZVPD.

LUMO energy: 0.50 eV
total energy: -592.8143 a.u.
frontier orbital gap: 9.593 eV
structure (SMILES): C[C@@H]1[C@@H](I)[C@@]1(C)F
ΔE to the lowest compared entry with this formula, charge and spin: 5.8 kcal/mol
HOMO level: -9.09 eV

Last column: Mulliken charge in e.
Cartesian coordinates (Å):
C 1.1700 -1.1881 -0.7162  -1.35
C 0.6355 0.2895 -0.6142  -0.06
C 0.5424 0.9958 0.7512  -0.91
I 1.2236 3.0235 0.6584  0.05
C -0.6910 0.6266 0.0624  1.06
C -1.6291 -0.3713 0.6132  -1.39
F -1.3210 1.6997 -0.4720  -0.35
H 1.6635 -1.2217 -1.6430  0.36
H 0.2961 -1.9064 -0.7265  0.34
H 1.9625 -1.3655 -0.0236  0.33
H 0.7504 0.9531 -1.5363  0.40
H 0.8867 0.3129 1.4764  0.52
H -1.1319 -1.3944 0.7110  0.29
H -2.4646 -0.4342 -0.0944  0.37
H -1.8932 -0.0194 1.5536  0.36